[1]
The following is a DFT calculation (ωB97M-V/def2-TZVPD) of C25H27AsCl5IIrPS6Sb as an isolated structure.

Last column: Löwdin spin population.
Geometry (Å):
As1 -0.899 0.775 -1.789  0.05
H1 2.180 -0.384 0.956  0.00
C1 -0.041 -3.298 -4.837  0.00
P1 -0.784 0.491 3.748  0.02
C2 1.005 4.208 4.057  0.00
C3 -3.396 1.307 -3.310  0.00
H2 1.724 -0.184 -3.096  0.00
Cl1 -0.368 -3.566 -6.507  0.00
H3 -0.394 -2.130 2.711  0.00
H4 4.054 -0.611 4.229  0.00
H5 -1.757 3.297 -0.156  0.00
C4 3.080 -0.943 3.887  0.01
Cl2 0.890 -2.715 -0.495  0.04
S1 -2.213 -1.885 0.133  0.04
C5 1.534 -2.850 -3.084  0.00
C6 1.268 -3.055 -4.429  0.00
H6 -4.487 1.348 -3.279  0.00
H7 -3.215 1.370 -1.141  0.00
S2 -2.215 -3.248 -1.462  0.01
C7 -0.241 2.154 4.330  0.00
H8 0.529 2.791 -2.156  0.00
H9 1.126 2.558 2.717  0.00
H10 1.384 1.089 1.482  0.00
H11 0.667 5.728 5.537  0.00
H12 -0.460 4.434 -0.550  0.00
C8 2.940 -2.186 3.290  0.00
H13 1.531 1.407 -3.790  0.00
C9 -0.833 -3.091 -2.538  0.00
Cl3 -2.678 -3.597 -4.466  0.00
Cl4 2.548 -3.020 -5.582  0.00
C10 -0.721 3.374 -0.491  0.00
H14 -3.119 0.653 -4.138  0.00
C11 -0.501 3.965 5.907  0.00
C12 -2.848 0.784 -1.988  0.01
C13 1.167 0.380 -3.843  0.00
H15 1.420 -0.020 -4.828  0.00
H16 -0.104 2.911 0.279  0.00
C14 -0.335 0.306 -3.608  0.03
C15 1.686 -2.612 2.869  0.01
C16 0.729 -0.514 3.585  0.01
H17 -1.528 2.072 6.024  0.00
H18 3.803 -2.826 3.157  0.00
H19 1.561 -3.590 2.421  0.00
Sb1 -1.027 -6.820 -1.322  0.00
C17 0.492 -2.882 -2.165  0.01
C18 -0.508 2.690 -1.833  0.01
S3 -2.665 -7.757 -2.578  0.00
C19 0.586 -1.783 3.020  0.01
S4 -1.536 0.772 1.864  0.05
H20 -3.038 2.314 -3.539  0.00
H21 -0.716 -0.699 -3.799  0.00
Cl5 3.149 -2.582 -2.560  0.00
S5 -1.987 -0.319 5.075  0.02
H22 -0.858 0.988 -4.284  0.00
I1 2.837 1.587 -0.624  0.01
C20 0.672 2.935 3.622  0.00
H23 -0.969 4.363 6.799  0.00
Ir1 -0.351 -0.466 0.149  0.65
H24 1.717 4.795 3.491  0.00
S6 0.763 -6.317 -2.638  0.00
C21 -0.823 2.684 5.476  0.00
H25 -3.162 -0.244 -1.806  0.00
C22 -1.073 -3.307 -3.908  0.00
C23 1.977 -0.111 4.043  0.00
C24 1.462 0.386 0.662  0.01
H26 -1.145 3.115 -2.615  0.00
H27 2.098 0.857 4.511  0.00
C25 0.415 4.729 5.202  0.00

The calculation puts the orbital gap (spin up / spin down) at 5.80 / 5.84 eV. Its spin multiplicity is 2. The value obtained for the largest force on an atom is 0.00751 hartree/bohr. Its HOMO energy (spin up / spin down) is -2.2081 / -2.2606 eV. The expectation value of S² is 0.755. Its calculated total energy is -8878.5329 hartree. The calculation puts the energy above the lowest of the compared OMol25 structures with the same formula, charge and spin at 0.106 eV. The LUMO energy (spin up / spin down) is 3.59 / 3.58 eV. The net charge is -2.

***

[2]
The following is a DFT calculation (ωB97M-V/def2-TZVPD) of a single C2H5NS molecule in a non-equilibrium geometry.

Last column: natural (NBO) charge in e.
Geometry (Å):
H1 1.094 0.510 1.161  0.16
C1 -1.619 0.277 -0.231  -0.77
H2 -1.748 1.286 -0.693  0.22
N1 2.260 -0.776 -0.234  -0.65
H3 -2.541 -0.314 -0.359  0.24
S1 -0.265 -0.664 -0.888  0.25
C2 1.176 -0.245 0.103  -0.02
H4 -1.336 0.456 0.791  0.23
H5 2.980 -0.531 0.349  0.34

The calculation puts the orbital gap at 9.95 eV. Its spin multiplicity is 1. The value obtained for the largest force on an atom is 0.07234 hartree/bohr. Its HOMO energy is -8.9391 eV. Its calculated total energy is -532.0944 hartree. The calculation puts the energy above the lowest of the compared OMol25 structures with the same formula, charge and spin at 1.310 eV. The LUMO energy is 1.01 eV. The net charge is 0.

***

[3]
The following is a DFT calculation (ωB97M-V/def2-TZVPD) of C33H41EuN5Se as an isolated structure in a non-equilibrium geometry.

Last column: Löwdin spin population.
Geometry (Å):
H1 -0.307 5.056 2.559  0.00
H2 -4.060 0.357 0.162  0.00
C1 3.083 -4.975 0.562  0.00
H3 4.700 1.989 -1.367  0.00
C2 3.459 -2.975 -2.654  0.00
H4 -2.295 -2.458 1.025  0.00
C3 -1.582 -1.391 -0.806  0.00
C4 2.954 -6.406 0.995  0.00
H5 -0.460 2.963 -1.777  0.00
N1 -4.444 2.822 -0.216  0.05
C5 3.259 -3.311 -1.212  0.00
C6 3.174 -4.637 -0.789  0.00
C7 -3.391 3.060 0.673  0.13
C8 2.259 0.010 -0.440  -0.03
C9 4.435 -0.209 -1.098  0.00
C10 3.108 -3.958 1.517  0.00
C11 -5.351 3.539 1.674  0.00
H6 1.924 -6.652 1.286  0.00
H7 -6.595 2.955 -0.025  0.00
H8 -4.797 2.684 -2.299  0.00
N2 2.850 1.252 -0.657  0.00
H9 -0.623 -2.939 -3.062  0.00
C12 3.173 -2.612 1.140  0.00
H10 0.972 -2.138 -3.052  0.00
C13 0.572 0.675 -3.123  0.00
C14 1.215 2.646 0.643  0.01
H11 2.624 3.330 -0.878  0.00
H12 -3.718 1.390 -1.689  0.00
C15 -0.496 2.935 2.950  0.16
H13 3.586 -6.626 1.863  0.00
N3 3.331 -0.904 -0.650  0.00
H14 -2.741 4.161 3.392  0.00
H15 0.498 -3.198 -1.698  0.00
H16 4.520 -3.040 -2.932  0.00
C16 -4.566 2.037 -1.446  0.00
C17 0.119 -2.435 -2.415  0.00
H17 -2.372 2.686 -1.960  0.00
C18 -1.300 0.843 -1.364  0.00
H18 0.041 0.779 -4.095  0.00
C19 3.209 -2.297 -0.240  0.00
H19 -1.173 -3.417 0.000  0.00
H20 2.756 -0.625 1.996  0.00
H21 -3.003 -0.414 1.583  0.00
C20 3.369 -1.528 2.163  0.00
H22 3.092 -4.203 2.580  0.00
C21 -0.380 0.080 -2.134  0.00
H23 3.117 -1.905 3.161  0.00
H24 3.205 -5.425 -1.541  0.00
H25 4.420 -1.192 2.211  0.00
C22 -5.632 3.180 0.404  0.01
H26 3.122 -1.972 -2.932  0.00
H27 -2.823 -3.021 -0.597  0.00
C23 -1.393 2.349 -1.512  0.00
Eu1 0.503 -0.892 0.681  5.06
H28 0.951 1.693 -2.866  0.00
H29 -1.226 2.991 3.769  0.01
H30 -3.004 2.362 3.356  0.00
C24 4.153 1.080 -1.150  0.00
H31 -4.285 3.451 3.887  0.00
C25 -3.454 3.359 3.175  0.00
N4 -3.993 3.460 1.841  0.05
H32 -3.106 1.267 1.212  0.00
C26 -0.068 4.069 2.181  0.06
C27 -1.958 -2.618 -0.032  0.00
H33 1.237 4.825 0.591  0.01
H34 -5.452 1.402 -1.306  0.00
H35 1.467 0.047 -3.311  0.00
C28 -0.592 -1.287 -1.828  -0.01
C29 2.101 2.441 -0.494  0.00
H36 -1.581 3.152 -0.486  0.02
H37 -0.631 0.665 2.778  0.01
C30 -3.039 0.177 0.599  0.00
Se1 -1.619 2.260 0.993  0.05
C31 0.732 3.967 1.054  0.17
C32 -0.147 1.600 2.412  0.14
N5 0.882 1.570 1.429  0.09
H38 2.931 -3.690 -3.294  0.00
H39 -6.000 3.688 2.523  0.00
H40 3.235 -7.095 0.193  0.00
H41 5.334 -0.785 -1.285  0.00
C33 -2.017 -0.072 -0.503  0.00

The calculation puts the orbital gap (spin up / spin down) at 2.77 / 2.88 eV. Its spin multiplicity is 7. The value obtained for the largest force on an atom is 0.08891 hartree/bohr. Its HOMO energy (spin up / spin down) is -0.6931 / -0.7442 eV. The expectation value of S² is 12.127. Its calculated total energy is -4666.9875 hartree. The LUMO energy (spin up / spin down) is 2.08 / 2.13 eV. The net charge is -1.